Entry 1:
{"formula": "C17H27N2OOsP2Se", "method": "wB97M-V/def2-TZVPD", "total_charge": 3, "relative_energy_kcal_mol": 0.0, "spin_multiplicity": 1, "species": ["Os", "Se", "P", "P", "O", "N", "N", "C", "C", "C", "C", "C", "C", "C", "C", "C", "C", "C", "C", "C", "C", "C", "C", "C", "H", "H", "H", "H", "H", "H", "H", "H", "H", "H", "H", "H", "H", "H", "H", "H", "H", "H", "H", "H", "H", "H", "H", "H", "H", "H", "H"], "xyz": [[1.422990, -0.082610, -0.438852], [2.938364, -0.060270, -2.352940], [1.503933, -0.829976, 1.849155], [0.138392, -1.949648, -0.833435], [0.216154, 1.360126, -0.715631], [3.406404, -1.807527, -0.000421], [-0.868361, 3.131912, 0.120876], [-1.127499, -3.766874, 0.834715], [0.137825, 2.679822, -0.562720], [-0.078070, -2.663528, 3.174363], [-0.092706, 3.690858, -2.651695], [2.978433, -1.337110, 2.735248], [3.387933, -1.151800, -0.962160], [-2.256100, 2.661920, -0.218655], [-0.249777, -2.687881, 0.757853], [0.868381, 0.656244, 2.658066], [0.289981, -2.149245, 1.932145], [-0.962024, -3.730882, 3.238816], [0.986977, -3.148852, -1.871507], [-1.564970, 4.024994, -2.337197], [0.917718, 3.557488, -1.439032], [-1.409257, -1.513163, -1.637324], [-2.435103, 2.897944, -1.728469], [-1.474391, -4.287619, 2.073156], [2.655777, -1.485827, 3.771145], [-0.824395, 4.139342, 0.243069], [-1.637633, 4.944303, -1.745756], [-2.225644, 1.972400, -2.273655], [3.741961, -0.559799, 2.708353], [-2.914359, 3.263863, 0.402631], [0.327369, -2.263226, 4.096343], [-0.048754, 1.021218, 2.194403], [-1.246145, -4.135429, 4.200992], [-1.215690, -1.037436, -2.599032], [-1.987225, -0.852889, -0.992725], [0.634513, 0.364821, 3.688205], [-2.152882, -5.128358, 2.130078], [-1.993773, -2.419124, -1.814804], [3.363027, -2.265217, 2.333984], [-2.013082, 4.280942, -3.297164], [1.169319, -2.739109, -2.864289], [0.330727, 4.465045, -3.291327], [1.063025, 4.528829, -0.961240], [1.630038, 1.435941, 2.676516], [1.922204, -3.462499, -1.410344], [1.877646, 3.155834, -1.747731], [-0.059765, 2.758863, -3.223711], [-2.367802, 1.627453, 0.090188], [-3.484442, 3.123556, -1.916775], [0.335115, -4.021935, -1.962395], [-1.554371, -4.205901, -0.059310]], "atomic_forces_ev_per_a": [[0.16, 0.34, 0.96], [0.54, -0.20, -0.08], [0.01, -0.05, -0.29], [0.09, 0.17, -0.13], [-0.68, -0.13, -0.03], [-0.49, -0.24, 0.31], [-0.05, 0.33, 0.15], [-0.03, 0.06, -0.02], [0.68, -0.94, -0.20], [0.07, -0.09, -0.01], [0.14, -0.12, -0.08], [-0.12, 0.23, 0.17], [0.17, 0.46, -1.01], [0.12, 0.10, 0.16], [-0.03, -0.01, 0.06], [-0.08, -0.11, 0.09], [0.01, 0.03, 0.02], [-0.03, -0.01, -0.03], [-0.10, -0.09, 0.08], [-0.01, 0.08, 0.06], [-0.32, 0.32, 0.14], [-0.01, -0.04, -0.01], [0.00, -0.11, -0.08], [-0.01, -0.01, 0.04], [0.06, 0.05, 0.00], [-0.08, -0.02, 0.00], [0.01, -0.01, 0.00], [0.00, 0.00, 0.03], [0.02, -0.01, -0.01], [-0.06, 0.02, -0.10], [0.00, 0.02, -0.02], [0.01, -0.02, -0.01], [0.00, 0.00, 0.01], [0.01, 0.02, 0.00], [-0.01, 0.05, -0.02], [-0.01, 0.09, 0.00], [0.00, 0.00, 0.00], [0.03, -0.02, 0.01], [0.03, -0.10, 0.01], [0.00, 0.01, 0.01], [-0.02, 0.00, -0.01], [-0.04, 0.03, 0.02], [-0.02, 0.04, -0.11], [0.02, 0.00, 0.01], [-0.04, -0.03, -0.02], [0.03, -0.06, -0.01], [0.03, 0.02, 0.01], [-0.04, -0.06, -0.06], [0.00, 0.01, 0.04], [0.02, -0.01, -0.03], [0.01, 0.00, -0.01]]}

***

Entry 2:
{"formula": "C17H27N3OPPt", "method": "wB97M-V/def2-TZVPD", "energy_ha": -1363.83429, "total_charge": 1, "spin_multiplicity": 1, "species": ["Pt", "P", "O", "N", "N", "N", "C", "C", "C", "C", "C", "C", "C", "C", "C", "C", "C", "C", "C", "C", "C", "C", "C", "H", "H", "H", "H", "H", "H", "H", "H", "H", "H", "H", "H", "H", "H", "H", "H", "H", "H", "H", "H", "H", "H", "H", "H", "H", "H", "H"], "xyz": [[-0.204852, -0.432543, -0.374715], [1.381420, 2.671859, -0.759328], [-1.072204, -1.488459, 1.189019], [0.114554, -3.363780, 1.700516], [0.673247, 0.283351, -1.948180], [-0.496871, 1.801359, -2.636463], [3.438930, 0.551881, 2.044809], [1.370749, 1.261796, 3.048089], [2.839259, 2.988673, -1.816339], [-0.513058, -0.214674, -4.225759], [-1.772227, 0.372870, -4.869444], [1.014958, 1.898681, 1.871899], [1.363350, -2.788676, 1.244724], [-0.126775, 0.618765, -3.063210], [3.100722, 1.204144, 0.870622], [0.634261, -0.222280, -5.249190], [-0.749616, -1.634489, -3.688273], [1.894278, 1.891667, 0.788196], [2.582726, 0.594462, 3.132979], [0.141718, -4.705297, 2.237632], [-0.996003, -2.648011, 1.614722], [0.191047, 1.532006, -1.404548], [0.558536, 4.262145, -0.501937], [-2.588477, 0.436730, -4.154033], [2.533809, 3.637580, -2.636459], [1.192939, 4.933104, 0.076832], [1.561690, -0.565501, -4.792538], [-1.408733, -1.607684, -2.815280], [1.627620, -1.919488, 1.852352], [-0.396821, 4.100543, -0.004327], [0.851203, -4.761724, 3.066152], [2.159960, -3.523910, 1.303550], [-1.209426, -2.259148, -4.448568], [0.075580, 2.426667, 1.800601], [3.198837, 2.048828, -2.232874], [0.203732, -2.069842, -3.392507], [2.862318, 0.104673, 4.053147], [0.787118, 0.782936, -5.635417], [0.436207, -5.425420, 1.469879], [-2.083087, -0.241432, -5.710363], [0.378927, -0.881811, -6.074871], [3.631726, 3.478584, -1.252079], [1.268724, -2.447387, 0.195820], [0.712336, 1.281109, 3.902124], [3.767746, 1.180234, 0.023947], [4.370969, 0.012813, 2.114744], [-1.558416, 1.375180, -5.231621], [0.370936, 4.688303, -1.488288], [-1.903997, -3.145359, 1.976132], [-0.845251, -4.980515, 2.603008]], "atomic_forces_ev_per_a": [[-0.20, 1.69, -0.10], [0.56, 0.20, 0.87], [-0.25, 0.23, -0.24], [-0.10, 0.34, -0.21], [2.21, -0.10, 0.92], [-1.48, 0.59, -2.11], [0.02, -0.05, 0.00], [-0.05, 0.02, -0.06], [-0.58, -0.30, -0.01], [-0.02, -0.07, -0.26], [0.21, 0.04, 0.17], [0.18, 0.18, -0.03], [0.15, 0.45, -0.30], [-1.26, 1.57, 0.76], [-0.12, 0.15, -0.06], [-0.05, 0.08, 0.24], [0.02, 0.26, 0.17], [0.03, 0.30, -0.17], [0.03, -0.06, -0.05], [-0.08, -0.45, 0.14], [0.07, -0.67, 0.44], [0.77, -3.49, -0.16], [0.12, -0.38, -0.05], [-0.07, -0.01, 0.04], [-0.05, -0.02, -0.01], [-0.03, -0.05, 0.00], [0.06, -0.06, -0.02], [-0.02, -0.08, -0.08], [0.01, -0.05, -0.08], [0.03, 0.05, 0.04], [-0.08, 0.01, -0.06], [-0.07, -0.09, 0.00], [0.00, -0.04, -0.14], [-0.14, -0.02, 0.04], [0.00, -0.03, 0.04], [0.00, -0.16, 0.07], [0.02, -0.05, 0.10], [0.06, 0.06, -0.11], [0.00, 0.10, 0.05], [0.00, -0.09, -0.08], [0.01, -0.06, -0.08], [-0.10, -0.01, 0.14], [0.09, -0.12, 0.27], [-0.12, 0.05, 0.05], [0.14, -0.04, -0.08], [0.12, -0.01, -0.01], [-0.09, 0.12, -0.04], [-0.05, 0.00, 0.02], [0.10, 0.06, 0.04], [-0.01, 0.03, 0.01]]}

***

Entry 3:
{"formula": "C17H28BBrN3O6", "method": "wB97M-V/def2-TZVPD", "energy_ha": -3878.98400, "total_charge": 1, "spin_multiplicity": 1, "species": ["Br", "O", "O", "O", "O", "O", "O", "N", "N", "N", "C", "C", "C", "C", "C", "C", "C", "C", "C", "C", "C", "C", "C", "C", "C", "C", "C", "B", "H", "H", "H", "H", "H", "H", "H", "H", "H", "H", "H", "H", "H", "H", "H", "H", "H", "H", "H", "H", "H", "H", "H", "H", "H", "H", "H", "H"], "xyz": [[2.236859, -5.323343, 0.264010], [2.042883, 1.137194, -1.662045], [-1.208174, -0.012173, -0.099531], [2.591233, -1.211207, 2.343046], [-0.168982, -3.942076, 2.943016], [-2.973316, 4.401674, -0.019332], [-1.639194, -1.153743, 1.958948], [0.984813, -2.600110, 1.561295], [-1.054043, -4.088284, -1.776616], [-1.398154, -2.989515, -1.130625], [-2.687449, 3.009120, 0.034928], [1.923093, 3.400874, -2.339822], [-1.941081, 2.781238, 1.342979], [2.127558, -3.719439, 3.556069], [0.919038, -3.469063, 2.721725], [-0.768277, -2.504529, -0.058614], [-2.718305, 5.007795, 1.251381], [1.977332, 1.161282, -3.095818], [-2.536529, 3.862562, 2.240866], [1.403017, 2.519188, -3.473589], [2.498754, -1.413381, -0.040128], [0.757037, -4.316303, -0.236759], [-0.005557, -4.740583, -1.344067], [1.827415, 2.460463, -1.148509], [0.369069, -3.170836, 0.422165], [2.108071, -1.720440, 1.371465], [-2.577775, -2.289984, -1.670537], [-1.244838, -1.144360, 0.675751], [-1.906461, 4.131798, 3.086432], [-2.939301, -2.865066, -2.519074], [0.311424, 2.489725, -3.457413], [2.963596, 3.674810, -2.521794], [1.640060, -0.952327, -0.541135], [3.044504, -3.829442, 2.978629], [-0.870573, 2.970131, 1.201890], [-2.275390, -1.297832, -1.998774], [-3.352811, -2.249775, -0.906523], [0.254484, -5.639838, -1.889324], [-0.562024, 0.611176, 0.264828], [-3.550162, 5.664800, 1.502455], [-3.629768, 2.449829, 0.011510], [1.923680, -4.590907, 4.176321], [-3.503762, 3.534912, 2.626308], [2.793107, -2.300726, -0.603629], [-2.101852, 2.732538, -0.844759], [1.349985, 4.314906, -2.198035], [1.360856, 0.326855, -3.435358], [2.272613, -2.860109, 4.214785], [-1.809298, 5.613395, 1.176280], [3.281902, -0.661807, -0.016770], [-2.065558, 1.772991, 1.735421], [0.830376, 2.506416, -0.691558], [1.719322, 2.845946, -4.461974], [-1.581641, -2.019594, 2.393026], [2.571010, 2.664433, -0.378030], [2.987184, 1.030744, -3.495387]], "atomic_forces_ev_per_a": [[-0.04, 0.07, 0.04], [-0.12, 0.05, 0.02], [0.72, -0.54, 0.29], [0.14, -0.12, -0.06], [0.11, -0.13, -0.09], [0.01, 0.01, -0.03], [0.10, -0.22, -0.24], [1.35, -0.82, -0.32], [0.05, -0.03, -0.04], [0.08, 0.12, 0.20], [-0.07, 0.04, 0.05], [0.04, -0.01, -0.04], [0.16, -0.02, 0.07], [0.03, 0.24, 0.33], [-0.64, 0.35, 0.11], [-0.17, -0.23, -0.08], [0.07, 0.00, 0.01], [0.05, 0.04, -0.04], [-0.09, 0.01, -0.07], [-0.06, -0.01, 0.05], [-0.33, 0.21, 0.08], [0.05, -0.20, -0.09], [0.07, 0.11, 0.18], [0.00, -0.02, -0.01], [-0.72, 0.34, -0.15], [-0.17, 0.18, 0.27], [-0.16, -0.14, -0.32], [-0.24, 0.14, -0.10], [0.03, -0.01, -0.01], [0.07, 0.00, 0.09], [0.00, 0.00, 0.00], [0.00, 0.00, 0.02], [0.15, -0.03, -0.13], [-0.12, -0.02, -0.03], [0.00, 0.00, 0.01], [-0.06, 0.02, 0.15], [0.07, 0.12, 0.02], [-0.03, 0.07, 0.02], [-0.45, 0.48, -0.10], [-0.02, -0.01, -0.03], [0.03, -0.05, 0.01], [0.04, -0.01, -0.14], [0.00, 0.01, 0.00], [0.07, 0.04, 0.08], [-0.02, 0.01, -0.03], [-0.02, 0.00, -0.01], [0.00, -0.01, 0.03], [0.01, -0.04, -0.04], [0.00, 0.01, 0.03], [0.07, -0.15, -0.09], [-0.06, 0.01, 0.04], [-0.02, 0.04, -0.01], [0.02, 0.01, 0.00], [0.03, 0.09, 0.12], [0.00, -0.03, 0.01], [-0.01, 0.00, -0.01]]}

***

Entry 4:
{"formula": "C17H28IInNO10S", "method": "wB97M-V/def2-TZVPD", "energy_ha": -2357.88658, "total_charge": -1, "spin_multiplicity": 1, "species": ["I", "In", "S", "O", "O", "O", "O", "O", "O", "O", "O", "O", "O", "N", "C", "C", "C", "C", "C", "C", "C", "C", "C", "C", "C", "C", "C", "C", "C", "C", "C", "H", "H", "H", "H", "H", "H", "H", "H", "H", "H", "H", "H", "H", "H", "H", "H", "H", "H", "H", "H", "H", "H", "H", "H", "H", "H", "H", "H"], "xyz": [[-1.903748, 1.922681, -1.372556], [-0.550938, 3.625521, 0.346610], [1.897844, 3.459647, -0.361150], [4.118503, -0.373617, -1.557079], [-5.169099, -0.084929, -0.327615], [2.531313, -5.331221, 0.894472], [-0.592949, 6.362998, -1.973331], [-2.672855, 7.276853, 0.134718], [2.701950, -6.514831, 2.783813], [2.000642, -1.124165, -1.737497], [2.794913, 3.702477, 0.774221], [2.177549, 4.290993, -1.536218], [-5.567311, 1.681481, -1.645646], [-1.025436, 5.710909, 0.192777], [3.026856, -5.483074, 1.973560], [4.041600, -4.588809, 2.660438], [-6.577157, -1.689873, -1.313388], [2.371010, -3.440003, -1.428585], [1.312258, -2.347567, -1.408184], [3.607793, -2.673240, -0.984781], [0.966581, 7.122466, -0.358769], [-2.362951, 6.092911, 0.170965], [-3.451581, 5.055848, 0.166160], [3.367713, -6.381509, 4.052115], [-0.260843, 6.379808, -0.813946], [2.158343, 1.763178, -0.871553], [4.568883, -5.484260, 3.780068], [-6.405930, -0.519732, -2.279696], [-5.384928, -1.498317, -0.381207], [-5.697716, 0.518905, -1.423974], [3.321378, -1.260253, -1.464309], [-4.477956, -1.971389, -0.765430], [4.525276, -3.046436, -1.431559], [0.860564, -2.223497, -0.421279], [-5.570081, -1.862170, 0.627131], [4.813714, -4.280712, 1.961203], [-6.594590, -2.667997, -1.791149], [5.401640, -6.083447, 3.409530], [-3.254540, 4.175876, 0.781475], [3.643825, -7.371337, 4.406809], [-4.398274, 5.508100, 0.453944], [1.504957, 1.104665, -0.300809], [-0.602779, 3.087360, 2.006668], [-5.756475, -0.771610, -3.119197], [3.521366, -3.710003, 3.044887], [3.702890, -2.652698, 0.102827], [1.828177, 6.662289, -0.847638], [0.522222, -2.507440, -2.137732], [-7.349158, -0.127855, -2.648910], [3.191687, 1.510178, -0.642365], [4.908798, -4.945233, 4.661554], [2.132050, -4.290477, -0.789464], [1.089518, 7.089960, 0.720210], [0.869205, 8.146576, -0.719940], [2.025367, 1.663067, -1.944729], [2.667903, -5.935084, 4.761356], [-7.506451, -1.571911, -0.753592], [2.510610, -3.798390, -2.451374], [-3.551152, 4.698335, -0.862860]], "atomic_forces_ev_per_a": [[0.25, 0.11, 0.10], [0.21, -0.17, 0.40], [0.13, 0.41, -0.31], [-0.07, -0.05, -0.29], [-0.12, -0.01, 0.09], [0.08, -0.35, 0.34], [-0.03, 0.07, 0.04], [0.06, -0.25, -0.16], [0.03, -0.07, 0.03], [0.29, -0.20, -0.05], [-0.17, -0.28, 0.28], [-0.08, -0.09, -0.15], [-0.20, 0.07, 0.09], [-0.47, -0.67, -0.61], [-0.10, 0.30, -0.05], [0.21, -0.34, 0.17], [-0.02, 0.03, -0.11], [-0.04, -0.16, -0.03], [-0.15, -0.06, -0.02], [-0.32, -0.19, -0.28], [0.16, -0.30, -0.13], [0.03, 0.80, 0.21], [-0.10, -0.23, -0.01], [0.09, 0.02, 0.11], [-0.06, 0.37, 0.11], [0.41, 0.07, 0.18], [0.01, 0.09, -0.05], [-0.14, -0.23, 0.33], [-0.02, -0.10, -0.02], [0.20, 0.04, -0.23], [0.27, -0.13, 0.32], [-0.01, 0.00, -0.03], [0.12, 0.12, 0.15], [0.01, -0.01, 0.01], [0.05, 0.09, 0.04], [-0.12, 0.15, -0.08], [0.07, 0.00, 0.00], [0.00, -0.02, 0.02], [0.03, 0.04, 0.06], [-0.08, -0.06, -0.09], [0.08, 0.03, 0.10], [-0.13, 0.03, -0.12], [-0.16, 0.01, -0.20], [-0.01, 0.06, -0.04], [0.00, 0.04, -0.07], [0.07, 0.02, 0.00], [0.01, 0.06, 0.06], [-0.02, 0.16, -0.02], [0.09, 0.10, -0.14], [0.00, 0.20, 0.08], [-0.07, 0.01, 0.02], [-0.02, 0.33, -0.26], [-0.01, 0.07, 0.00], [0.02, 0.02, 0.10], [-0.34, 0.03, 0.06], [0.00, 0.03, -0.01], [0.01, -0.01, 0.02], [-0.03, 0.04, -0.01], [0.06, -0.04, 0.04]]}